No. 1
The following is a quantum chemistry calculation of 2 unconnected molecules or ions with the total composition C3H13N2O at a distorted geometry, from the OMol25 dataset.

Last columns: bonded neighbours and bond lengths (Å).
Element x y z (Å)
1 N -0.3762 -1.3178 0.5830  C2 1.547, H6 1.026, H7 1.084, H8 1.013
2 C -0.7177 0.1858 0.7147  N1 1.547, C3 1.556, C4 1.538, H9 1.094
3 C -1.5664 0.5295 -0.5432  C2 1.556, H10 1.091, H11 1.096, H12 1.090
4 C 0.6352 0.9167 0.6886  C2 1.538, N5 1.476, H13 1.103, H14 1.089
5 N 0.4106 2.3114 0.2598  C4 1.476, H15 1.036, H16 1.034
6 H 0.2533 -1.6547 1.3200  N1 1.026
7 H 0.3312 -1.5055 -0.2167  N1 1.084
8 H -1.2495 -1.8072 0.4283  N1 1.013
9 H -1.4606 0.1735 1.5172  C2 1.094
10 H -0.9027 0.6487 -1.4007  C3 1.091
11 H -2.0716 1.4711 -0.2987  C3 1.096
12 H -2.3844 -0.1820 -0.6578  C3 1.090
13 H 1.0608 0.8531 1.7046  C4 1.103
14 H 1.2940 0.5363 -0.0913  C4 1.089
15 H -0.0579 3.0147 0.8584  N5 1.036
16 H 1.2942 2.7609 -0.0345  N5 1.034
17 H 1.2049 -2.9591 -1.6606  O19 0.954
18 H 2.1356 -1.8132 -1.7844  O19 0.973
19 O 1.2978 -2.0598 -1.3548  H17 0.954, H18 0.973

charge = +2
E_LUMO (alpha / beta) = -7.149 / -13.046 eV
energy above the lowest of the compared OMol25 structures with the same formula, charge and spin = 99.4 kJ/mol
HOMO-LUMO gap (alpha / beta) = 13.11 / 7.21 eV
calculated total energy = -8329.8736 eV
2S+1 = 2
molar mass = 93.15 g/mol
E_HOMO (alpha / beta) = -20.3 / -20.3 eV

***

No. 2
The following is a quantum chemistry calculation of 9 unconnected molecules or ions with the total composition C43H60F3I3N2O25 at a distorted geometry, from the OMol25 dataset.

Last columns: bonded neighbours and bond lengths (Å).
Element x y z (Å)
1 C 4.7326 -0.3937 -2.0728  C2 1.544, H29 1.094, H30 1.099, H31 1.092
2 C 5.0014 1.0805 -1.7022  C1 1.544, C3 1.561, H32 1.098, H33 1.096
3 C 4.0228 2.1348 -2.3071  C2 1.561, I4 2.173, C5 1.558, H34 1.097
4 I 4.5435 2.1481 -4.4163  C3 2.173
5 C 2.5200 2.0783 -1.9009  C3 1.558, C6 1.597, C10 1.562, C19 1.585
6 C 2.5670 1.5126 -0.4080  C5 1.597, C7 1.560, H35 1.093, H36 1.094
7 C 1.2806 1.7154 0.4517  C6 1.560, C8 1.559, C9 1.569, H37 1.092
8 C 0.4786 0.4118 0.7499  C7 1.559, H38 1.096, H39 1.091, H40 1.095
9 C 1.7293 2.1863 1.8792  C7 1.569, H41 1.093, H42 1.103, H43 1.091
10 C 1.4129 1.1824 -2.5418  C5 1.562, C11 1.552, C16 1.574, H44 1.098
11 C 1.4597 0.5001 -3.9350  C10 1.552, I12 2.158, C13 1.328
12 I 1.0509 1.6002 -5.7462  C11 2.158, I15 3.471
13 C 1.6922 -0.8001 -4.0754  C11 1.328, C14 1.500, I15 2.149
14 C 1.9070 -1.7667 -2.9489  C13 1.500, H45 1.086, H46 1.094, H47 1.086
15 I 1.7627 -1.7888 -5.9820  I12 3.471, C13 2.149
16 C 0.1233 2.0797 -2.6364  C10 1.574, O17 1.161, N18 1.410
17 O -0.9058 1.7472 -3.0582  C16 1.161
18 N 0.4180 3.3788 -2.1731  C16 1.410, C19 1.464, H48 1.017
19 C 1.8572 3.5178 -1.9414  C5 1.585, N18 1.464, C20 1.569, C23 1.596
20 C 2.3533 4.4720 -0.7995  C19 1.569, C21 1.521, H49 1.096, H50 1.096
21 C 1.2997 4.9239 0.1993  C20 1.521, N22 1.259, H51 1.098
22 N 0.2555 5.5569 -0.1078  C21 1.259, H52 1.021
23 C 2.2190 4.3963 -3.2238  C19 1.596, C24 1.548, H53 1.096, H54 1.096
24 C 1.2871 5.6224 -3.3811  C23 1.548, C25 1.520, H55 1.097, H56 1.098
25 C 0.1652 5.5255 -4.4024  C24 1.520, F26 1.359, F27 1.326, F28 1.312
26 F -0.0609 6.7823 -4.8686  C25 1.359
27 F -1.0034 5.1598 -3.8943  C25 1.326
28 F 0.4273 4.8029 -5.4655  C25 1.312
29 H 4.2047 -0.9114 -1.2665  C1 1.094
30 H 5.7096 -0.8873 -2.1675  C1 1.099
31 H 4.2485 -0.4871 -3.0468  C1 1.092
32 H 5.9683 1.3188 -2.1647  C2 1.098
33 H 5.1870 1.2328 -0.6332  C2 1.096
34 H 4.3980 3.0975 -1.9391  C3 1.097
35 H 2.7348 0.4336 -0.4642  C6 1.093
36 H 3.3668 2.0065 0.1515  C6 1.094
37 H 0.5661 2.4650 0.1060  C7 1.092
38 H -0.2732 0.3289 -0.0427  C8 1.096
39 H 1.1157 -0.4738 0.7714  C8 1.091
40 H -0.0891 0.5731 1.6727  C8 1.095
41 H 2.4954 2.9659 1.8627  C9 1.093
42 H 2.2133 1.2991 2.3223  C9 1.103
43 H 0.8699 2.4057 2.5143  C9 1.091
44 H 1.0264 0.3757 -1.9055  C10 1.098
45 H 0.9590 -2.2626 -2.7613  C14 1.086
46 H 2.6233 -2.5511 -3.2097  C14 1.094
47 H 2.1610 -1.2789 -2.0123  C14 1.086
48 H -0.2073 3.5886 -1.3992  N18 1.017
49 H 2.7710 5.3890 -1.2299  C20 1.096
50 H 3.1820 4.0575 -0.2149  C20 1.096
51 H 1.4802 4.7272 1.2644  C21 1.098
52 H -0.2485 5.7570 0.7567  N22 1.021
53 H 2.1086 3.7269 -4.0851  C23 1.096
54 H 3.2626 4.7312 -3.2059  C23 1.096
55 H 1.9175 6.4556 -3.7143  C24 1.097
56 H 0.8299 5.9625 -2.4431  C24 1.098
57 C -4.3928 0.5019 -3.8953  C58 1.502, O62 1.432, H63 1.088, H64 1.093
58 C -3.2685 0.4105 -4.8866  C57 1.502, O59 1.433, H65 1.092, H66 1.088
59 O -3.2011 -0.9953 -5.1541  C58 1.433, C60 1.357
60 C -4.4175 -1.5251 -4.8715  O59 1.357, O61 1.191, O62 1.358
61 O -4.7449 -2.6386 -5.1389  C60 1.191
62 O -5.2112 -0.6215 -4.2410  C57 1.432, C60 1.358
63 H -4.9534 1.4304 -3.9778  C57 1.088
64 H -4.0519 0.3849 -2.8638  C57 1.093
65 H -3.4862 0.9389 -5.8177  C58 1.092
66 H -2.3272 0.7768 -4.4834  C58 1.088
67 C -2.8721 -2.9437 -0.4010  C68 1.509, O72 1.429, H73 1.088, H74 1.092
68 C -1.8424 -3.9606 0.0277  C67 1.509, O69 1.432, H75 1.092, H76 1.088
69 O -0.6408 -3.4583 -0.5680  C68 1.432, C70 1.355
70 C -0.8093 -2.1266 -0.7526  O69 1.355, O71 1.189, O72 1.353
71 O 0.0678 -1.3836 -1.0577  C70 1.189
72 O -2.0914 -1.7542 -0.5335  C67 1.429, C70 1.353
73 H -3.6628 -2.8081 0.3333  C67 1.088
74 H -3.3220 -3.1822 -1.3669  C67 1.092
75 H -1.7118 -3.9973 1.1117  C68 1.092
76 H -2.0640 -4.9616 -0.3357  C68 1.088
77 C 0.3556 -6.1890 -6.0137  C78 1.508, O82 1.428, H83 1.088, H84 1.092
78 C -0.2865 -7.1994 -5.0966  C77 1.508, O79 1.428, H85 1.092, H86 1.088
79 O 0.3251 -6.9092 -3.8387  C78 1.428, C80 1.359
80 C 0.7497 -5.6185 -3.8753  O79 1.359, O81 1.190, O82 1.356
81 O 1.1508 -5.0189 -2.9293  C80 1.190
82 O 0.6547 -5.1086 -5.1286  C77 1.428, C80 1.356
83 H -0.3086 -5.8629 -6.8111  C77 1.088
84 H 1.2870 -6.5522 -6.4535  C77 1.092
85 H -1.3653 -7.0569 -5.0061  C78 1.092
86 H -0.0894 -8.2265 -5.3960  C78 1.088
87 C 3.3544 -4.1285 0.6773  C88 1.506, O92 1.427, H93 1.088, H94 1.092
88 C 2.1826 -4.9797 1.0906  C87 1.506, O89 1.435, H95 1.091, H96 1.088
89 O 1.9043 -4.5066 2.4167  C88 1.435, C90 1.361
90 C 2.3963 -3.2412 2.5048  O89 1.361, O91 1.191, O92 1.353
91 O 2.1997 -2.4928 3.4102  C90 1.191
92 O 3.1501 -2.9308 1.4251  C87 1.427, C90 1.353
93 H 3.3669 -3.9223 -0.3910  C87 1.088
94 H 4.3133 -4.5643 0.9662  C87 1.092
95 H 1.3072 -4.8120 0.4612  C88 1.091
96 H 2.4203 -6.0411 1.0943  C88 1.088
97 C -5.1131 5.0696 -3.1103  C98 1.508, O102 1.431, H103 1.088, H104 1.092
98 C -5.5123 5.3677 -1.6872  C97 1.508, O99 1.429, H105 1.092, H106 1.088
99 O -6.7910 4.7392 -1.5828  C98 1.429, C100 1.359
100 C -6.8481 3.7576 -2.5215  O99 1.359, O101 1.186, O102 1.361
101 O -7.7047 2.9401 -2.5894  C100 1.186
102 O -5.7889 3.8363 -3.3726  C97 1.431, C100 1.361
103 H -4.0374 4.9558 -3.2317  C97 1.088
104 H -5.4715 5.8240 -3.8136  C97 1.092
105 H -4.8360 4.9151 -0.9589  C98 1.092
106 H -5.5870 6.4340 -1.4855  C98 1.088
107 C 4.2603 0.9845 6.0250  C108 1.510, O112 1.430, H113 1.088, H114 1.092
108 C 3.0136 0.6016 6.7852  C107 1.510, O109 1.429, H115 1.092, H116 1.087
109 O 2.1238 1.6766 6.4793  C108 1.429, C110 1.355
110 C 2.5276 2.2298 5.3099  O109 1.355, O111 1.189, O112 1.359
111 O 1.8994 3.0310 4.6963  C110 1.189
112 O 3.7383 1.7423 4.9305  C107 1.430, C110 1.359
113 H 4.8178 0.1216 5.6675  C107 1.088
114 H 4.9283 1.6223 6.6082  C107 1.092
115 H 2.5737 -0.3322 6.4300  C108 1.092
116 H 3.1783 0.5275 7.8575  C108 1.087
117 C -0.1974 -1.6547 5.4375  C118 1.506, O122 1.433, H123 1.089, H124 1.089
118 C -0.7730 -2.6668 6.3921  C117 1.506, O119 1.431, H125 1.092, H126 1.088
119 O -0.0348 -2.4188 7.5924  C118 1.431, C120 1.359
120 C 0.4171 -1.1384 7.5407  O119 1.359, O121 1.190, O122 1.357
121 O 0.9245 -0.5662 8.4519  C120 1.190
122 O 0.2143 -0.5975 6.3129  C117 1.433, C120 1.357
123 H -0.9281 -1.2974 4.7140  C117 1.089
124 H 0.6749 -2.0286 4.9033  C117 1.089
125 H -1.8347 -2.5042 6.5891  C118 1.092
126 H -0.6317 -3.6905 6.0531  C118 1.088
127 C -6.1622 -2.5660 8.5174  C128 1.509, O132 1.428, H133 1.088, H134 1.092
128 C -4.7383 -2.3591 8.9708  C127 1.509, O129 1.430, H135 1.092, H136 1.088
129 O -4.0222 -3.3305 8.2043  C128 1.430, C130 1.359
130 C -4.7604 -3.6034 7.0958  O129 1.359, O131 1.188, O132 1.357
131 O -4.3715 -4.2410 6.1719  C130 1.188
132 O -5.9964 -3.0494 7.1836  C127 1.428, C130 1.357
133 H -6.7453 -1.6479 8.5268  C127 1.088
134 H -6.6839 -3.3239 9.1054  C127 1.092
135 H -4.3595 -1.3651 8.7238  C128 1.092
136 H -4.6055 -2.5328 10.0362  C128 1.088

E_LUMO = 0.176 eV
HOMO-LUMO gap = 8.42 eV
calculated total energy = -132185.4220 eV
molar mass = 1442.65 g/mol
E_HOMO = -8.2 eV